[1]
9
Properties=species:S:1:pos:R:3:forces:R:3:nbo_charge:R:1 method="wB97M-V/def2-TZVPD" largest_force_ev_per_a=2.777 total_energy_ev=-29813.088 multiplicity=1 smiles="N#CSS(N)(=O)=O" homo_ev=-10.4 mol_weight_g_mol=138.2 homo_lumo_gap_ev=9.2
C 4.011 0.283 0.178 -0.762 1.427 -0.518 0.01
N 4.897 -0.422 0.293 1.376 -0.911 0.317 -0.26
N -0.062 -0.472 0.313 1.060 0.145 2.428 -1.00
O 1.540 -1.157 -1.319 0.404 -0.219 -1.055 -0.90
O 2.068 -1.339 1.091 0.188 0.018 0.861 -0.87
S 2.702 1.301 -0.145 -0.898 -1.253 0.480 0.05
S 1.498 -0.655 -0.001 0.580 -0.341 -1.442 2.19
H -0.633 -0.048 -0.335 -1.227 0.956 -2.301 0.41
H -0.073 0.072 1.148 -0.721 0.178 1.229 0.39


[2]
16
Properties=species:S:1:pos:R:3:forces:R:3:nbo_charge:R:1 method="wB97M-V/def2-TZVPD" largest_force_ev_per_a=1.357 total_energy_ev=-10340.831 multiplicity=1 smiles="C/C(=C/N)C(N)=C=O" homo_ev=-7.5 mol_weight_g_mol=112.1 homo_lumo_gap_ev=8.1
C 1.877 0.026 0.363 -0.102 0.017 0.077 -0.61
C -0.249 0.498 -0.888 0.462 -0.609 0.203 -0.17
C 0.381 -0.085 0.324 -0.003 0.174 -0.064 -0.11
N 0.399 0.257 -2.137 -0.038 0.095 -0.258 -0.80
N -1.673 -0.933 1.338 -0.169 0.103 -0.064 -0.81
C -0.312 -0.669 1.307 0.046 -0.142 -0.114 0.02
C -1.288 1.269 -0.748 -1.011 0.849 0.312 0.64
O -2.210 1.975 -0.545 0.505 -0.425 -0.178 -0.48
H 0.521 -0.739 -2.291 -0.173 0.069 -0.050 0.37
H -0.123 0.658 -2.907 0.147 -0.105 -0.040 0.37
H -2.086 -0.944 2.257 -0.015 -0.005 -0.081 0.38
H -2.225 -0.419 0.668 -0.091 -0.079 0.126 0.38
H 0.223 -1.079 2.154 0.102 0.050 0.074 0.19
H 2.319 -0.417 -0.527 0.141 -0.012 0.008 0.21
H 2.174 1.074 0.388 0.123 0.067 -0.024 0.21
H 2.273 -0.473 1.243 0.078 -0.047 0.071 0.21


[3]
32
Properties=species:S:1:pos:R:3:forces:R:3:nbo_charge:R:1 method="wB97M-V/def2-TZVPD" largest_force_ev_per_a=5.563 total_energy_ev=-28049.216 multiplicity=1 homo_ev=-16.0 charge=+2 mol_weight_g_mol=347.9 homo_lumo_gap_ev=7.8
Sn -0.254 -0.320 0.176 -1.217 1.409 -0.451 1.08
C 1.227 -1.755 1.387 2.285 -3.009 4.083 0.53
O 1.715 -2.389 2.213 -1.790 2.452 -3.405 -0.29
C 2.398 0.009 -1.502 2.217 0.816 -2.027 0.49
O 3.178 0.332 -2.271 -2.104 -0.871 2.047 -0.39
C 1.134 1.600 1.337 0.775 3.386 1.853 0.51
O 1.337 2.630 1.792 -0.547 -3.149 -1.484 -0.35
C -0.474 -2.470 -1.445 -1.499 -2.525 -2.068 0.50
O -1.025 -3.140 -2.184 1.465 1.786 1.811 -0.36
H -2.077 2.926 -2.483 0.553 -0.186 0.158 0.04
H -1.370 2.713 -2.303 -0.547 0.163 -0.139 -0.03
C -2.669 1.133 4.086 0.302 0.055 0.134 -0.43
N -3.530 0.657 3.023 0.415 -0.419 -1.096 -0.40
C -4.912 0.382 3.385 -0.784 0.042 0.365 -0.42
C -2.973 0.163 1.886 -1.202 0.637 0.686 0.68
N -1.676 -0.172 1.897 1.285 -0.074 -0.036 -1.05
N -3.765 0.059 0.795 1.053 -0.433 0.002 -0.40
C -4.897 0.959 0.587 -0.474 -0.029 -0.290 -0.42
C -3.283 -0.643 -0.396 -0.287 0.182 -0.054 -0.43
H -3.299 1.606 4.842 0.289 0.050 -0.150 0.26
H -1.948 1.859 3.680 -0.229 -0.141 0.335 0.22
H -2.142 0.292 4.559 -0.028 0.221 0.177 0.20
H -5.566 1.249 3.186 0.204 -0.460 0.129 0.22
H -5.304 -0.513 2.875 0.231 0.429 0.177 0.23
H -4.917 0.198 4.467 -0.173 -0.085 -0.338 0.24
H -1.299 -0.079 2.856 -0.286 -0.354 -0.876 0.41
H -4.857 1.334 -0.442 0.025 -0.033 0.221 0.23
H -5.838 0.410 0.716 0.135 0.296 -0.011 0.23
H -4.850 1.808 1.270 0.006 -0.168 -0.179 0.23
H -2.643 0.031 -1.010 -0.247 -0.359 0.149 0.20
H -2.762 -1.575 -0.112 -0.251 0.334 -0.125 0.21
H -4.142 -0.912 -1.037 0.424 0.039 0.402 0.27


[4]
31
Properties=species:S:1:pos:R:3:forces:R:3:nbo_charge:R:1 method="wB97M-V/def2-TZVPD" largest_force_ev_per_a=4.049 total_energy_ev=-22457.305 multiplicity=1 homo_ev=-11.8 charge=+1 mol_weight_g_mol=188.2 homo_lumo_gap_ev=8.4
C -2.510 0.318 -0.877 0.341 2.651 -2.260 0.45
C -1.390 1.026 -0.635 0.811 -0.066 2.316 -0.86
C -2.281 -1.834 0.382 -0.103 -2.554 0.530 -0.61
C 2.295 -1.952 -1.274 -0.699 -0.070 3.063 -0.69
C 2.579 0.062 0.953 -0.606 -0.385 0.776 -0.44
C 1.041 2.579 -0.241 -2.151 -2.230 -2.145 -0.90
C -0.269 1.415 2.252 -0.261 -3.986 -0.662 -0.93
C -2.595 -1.140 -0.915 -0.762 -1.488 -1.666 -0.49
C 1.323 -0.896 -0.921 -0.329 -0.282 0.421 0.27
N 1.453 -0.064 0.033 -1.282 -0.456 0.804 -0.49
O -3.479 1.026 -1.567 -0.417 -3.275 1.233 -0.63
P -0.118 1.134 0.405 1.113 2.133 -2.140 1.49
H -2.193 -1.072 1.117 0.713 0.356 1.039 0.21
H -1.368 -2.534 0.280 -1.295 1.353 0.493 0.21
H -3.117 -2.495 0.765 0.845 0.707 -0.677 0.24
H 2.822 -2.110 -0.307 0.201 -0.326 -0.860 0.23
H 1.749 -2.852 -1.488 -0.098 -0.390 -0.487 0.26
H 2.984 -1.696 -2.005 1.215 0.448 -1.540 0.27
H 2.195 0.656 1.845 0.958 -0.901 -1.135 0.23
H 3.353 0.571 0.416 0.694 0.517 0.088 0.24
H 2.961 -0.946 1.250 -0.372 0.888 0.019 0.23
H 1.757 2.797 0.489 0.731 1.062 1.288 0.22
H 0.255 3.337 -0.559 1.606 -0.527 0.523 0.27
H 1.673 2.176 -1.132 -1.569 0.766 1.258 0.24
H 0.590 1.934 2.583 1.129 0.101 0.533 0.25
H -0.483 0.355 2.798 0.504 2.845 -1.135 0.28
H -1.052 2.112 2.333 -1.441 0.541 0.241 0.28
H -3.582 -1.470 -1.356 1.225 0.370 0.313 0.26
H -1.740 -1.399 -1.600 -1.293 0.060 0.049 0.23
H 0.331 -0.948 -1.365 -0.024 0.491 -0.222 0.22
H -3.185 1.909 -1.658 0.617 1.649 -0.058 0.50


[5]
110
Properties=species:S:1:pos:R:3:forces:R:3:lowdin_charge:R:1 method="wB97M-V/def2-TZVPD" largest_force_ev_per_a=0.581 total_energy_ev=-131652.316 multiplicity=4 homo_ev="-5.9 / -7.5" mol_weight_g_mol=1035.7 homo_lumo_gap_ev="6.0 / 7.0"
Co -0.100 -1.134 0.549 0.252 -0.117 -0.358 0.22
C -0.418 5.230 4.738 -0.021 -0.057 0.065 -0.10
C -0.776 3.967 5.281 0.001 0.099 -0.027 -0.06
C -0.762 2.827 4.462 -0.003 -0.070 -0.028 -0.10
C -0.546 2.934 3.122 0.127 -0.048 -0.098 -0.27
C -0.521 4.289 2.452 0.015 0.046 0.031 -0.26
C -0.232 5.396 3.410 -0.024 -0.012 -0.051 -0.03
P -0.077 1.610 1.948 -0.408 0.211 0.355 1.07
C 1.798 1.637 2.522 -0.085 -0.003 -0.214 -0.27
C 2.089 0.945 3.694 0.004 -0.027 0.038 -0.12
C 3.397 0.741 4.097 0.000 -0.008 0.021 -0.08
C 4.447 1.218 3.323 0.030 0.022 -0.021 -0.09
C 4.172 1.906 2.151 -0.011 -0.062 0.037 -0.09
C 2.857 2.109 1.751 0.015 -0.035 -0.071 -0.13
C -1.830 0.859 1.580 0.130 0.007 -0.007 -0.32
C -2.996 1.424 2.092 -0.031 0.037 -0.036 -0.10
C -4.219 0.832 1.817 -0.023 0.019 0.010 -0.10
C -4.258 -0.327 1.054 -0.040 0.038 0.029 -0.09
C -3.086 -0.883 0.567 0.035 -0.106 -0.074 -0.12
C -1.837 -0.307 0.813 0.213 0.072 0.092 -0.25
H -0.270 6.064 5.410 0.004 0.061 0.046 0.10
H -0.959 3.870 6.339 -0.014 -0.016 0.107 0.09
H -0.873 1.851 4.919 0.013 -0.067 0.027 0.11
H -1.542 4.468 2.054 -0.030 -0.012 -0.028 0.17
H 0.054 6.360 3.013 0.031 0.087 -0.038 0.11
H 1.281 0.561 4.310 -0.033 0.003 -0.003 0.08
H 3.600 0.206 5.014 0.015 -0.016 0.040 0.10
H 5.470 1.058 3.634 0.046 -0.012 0.010 0.10
H 4.981 2.286 1.541 0.072 0.032 -0.048 0.10
H 2.668 2.643 0.829 0.010 -0.012 0.057 0.08
H -2.963 2.324 2.692 0.020 0.048 0.057 0.09
H -5.132 1.268 2.200 -0.039 0.016 0.026 0.10
H -5.205 -0.809 0.854 -0.073 -0.037 -0.024 0.10
H -3.148 -1.808 0.004 -0.029 -0.017 0.013 0.08
O -0.135 -4.482 -2.461 -0.017 0.132 0.048 -0.30
S -0.476 -3.119 -2.128 0.033 -0.002 -0.201 0.58
O 0.468 -2.093 -2.544 0.189 0.065 -0.167 -0.41
N -0.732 -2.858 -0.599 -0.066 0.018 0.317 -0.15
C -1.332 -3.795 0.217 0.087 0.086 0.055 -0.27
C -1.968 -4.960 -0.154 -0.119 -0.114 -0.137 -0.01
C -2.508 -5.835 0.805 0.008 0.013 0.113 -0.07
C -2.421 -5.581 2.145 0.032 0.065 -0.110 -0.05
C -1.781 -4.395 2.574 -0.108 -0.137 0.150 -0.15
C -1.650 -4.049 3.939 0.031 0.060 -0.072 0.00
C -1.038 -2.883 4.293 -0.033 -0.034 -0.137 -0.03
C -0.557 -2.044 3.273 0.040 0.067 0.083 -0.09
N -0.652 -2.343 2.002 0.027 -0.073 0.055 0.04
C -1.252 -3.509 1.620 0.016 0.140 0.016 -0.14
C -1.983 -2.735 -2.986 -0.005 -0.131 -0.135 -0.26
C -2.385 -3.527 -4.051 -0.073 0.080 0.093 -0.05
C -3.521 -3.172 -4.766 0.024 -0.020 0.007 -0.08
C -4.241 -2.040 -4.415 0.029 -0.022 0.002 -0.08
C -3.829 -1.253 -3.349 0.042 -0.028 0.047 -0.07
C -2.694 -1.597 -2.635 0.045 0.048 0.092 -0.08
H -2.038 -5.219 -1.200 0.000 -0.009 0.012 0.10
H -2.997 -6.735 0.458 -0.023 -0.041 -0.006 0.11
H -2.831 -6.259 2.879 -0.025 -0.049 0.043 0.11
H -2.048 -4.719 4.689 -0.029 -0.048 0.053 0.12
H -0.928 -2.585 5.324 0.006 0.014 0.080 0.10
H -0.096 -1.089 3.505 -0.005 -0.059 -0.013 0.09
H -1.815 -4.408 -4.301 0.063 -0.084 -0.031 0.11
H -3.846 -3.784 -5.595 -0.014 -0.037 -0.051 0.10
H -5.125 -1.770 -4.974 -0.071 0.021 -0.043 0.10
H -4.383 -0.367 -3.077 -0.043 0.084 0.028 0.11
H -2.355 -0.981 -1.810 -0.036 -0.059 -0.114 0.08
C -2.369 1.489 -5.283 0.022 -0.011 -0.010 -0.09
C -2.447 2.242 -4.123 -0.032 0.024 0.013 -0.09
C -1.609 1.962 -3.053 -0.048 -0.011 0.105 -0.12
C -0.692 0.918 -3.126 0.018 -0.061 0.045 -0.33
C -0.635 0.153 -4.287 0.066 0.059 -0.053 -0.13
C -1.459 0.446 -5.362 -0.001 -0.015 -0.026 -0.08
Sb 0.542 0.488 -1.438 0.094 0.160 0.225 1.65
C 0.619 2.528 -0.731 -0.097 -0.056 0.045 -0.37
C -0.036 2.846 0.581 -0.069 -0.132 -0.075 -0.39
C 0.389 4.166 1.223 0.093 0.028 0.054 -0.28
C 0.350 5.248 0.185 0.005 -0.052 0.048 -0.03
C 0.675 4.951 -1.074 0.005 -0.072 0.027 -0.07
C 0.959 3.573 -1.494 -0.070 0.047 -0.112 -0.13
C 2.492 0.527 -2.338 -0.093 -0.030 -0.038 -0.32
C 3.443 1.428 -1.867 -0.008 0.099 0.142 -0.15
C 4.720 1.471 -2.408 -0.029 0.016 0.054 -0.09
C 5.064 0.614 -3.438 0.010 -0.038 -0.055 -0.09
C 4.125 -0.286 -3.918 0.000 -0.008 0.026 -0.08
C 2.850 -0.336 -3.370 0.092 0.003 0.089 -0.11
H -3.017 1.710 -6.119 -0.046 0.011 -0.051 0.10
H -3.160 3.052 -4.046 -0.024 0.030 0.001 0.10
H -1.685 2.567 -2.158 0.027 0.021 0.024 0.09
H 0.032 -0.692 -4.352 0.060 -0.034 0.003 0.08
H -1.400 -0.158 -6.257 0.000 -0.021 -0.043 0.11
H -1.116 2.952 0.366 0.073 0.016 -0.021 0.13
H 1.420 4.103 1.594 -0.107 0.005 -0.022 0.14
H 0.141 6.269 0.475 -0.021 0.107 0.044 0.11
H 0.722 5.727 -1.824 0.001 0.095 -0.091 0.10
H 1.365 3.423 -2.487 0.032 -0.012 -0.055 0.11
H 3.192 2.118 -1.069 0.037 -0.076 -0.125 0.07
H 5.441 2.180 -2.024 0.044 0.046 0.022 0.10
H 6.055 0.647 -3.866 0.065 -0.005 -0.033 0.10
H 4.384 -0.965 -4.717 0.025 -0.055 -0.075 0.10
H 2.158 -1.074 -3.732 -0.169 -0.121 -0.050 0.07
C 4.409 -2.980 0.273 -0.003 -0.018 -0.008 -0.05
C 4.221 -1.611 0.289 -0.059 -0.027 0.018 -0.04
C 2.940 -1.122 0.461 0.057 0.238 0.134 -0.14
N 1.866 -1.896 0.608 -0.209 -0.034 -0.172 0.02
C 2.060 -3.219 0.607 0.010 -0.098 -0.001 -0.10
C 3.305 -3.798 0.447 -0.004 0.049 0.005 -0.04
H 5.393 -3.403 0.124 0.022 -0.012 0.005 0.11
H 5.037 -0.919 0.156 0.080 0.067 -0.009 0.11
H 2.768 -0.054 0.492 0.028 -0.047 0.002 0.07
H 1.184 -3.837 0.721 -0.064 -0.026 -0.014 0.10
H 3.390 -4.874 0.441 0.010 -0.059 0.000 0.11


[6]
50
Properties=species:S:1:pos:R:3:forces:R:3:nbo_charge:R:1 method="wB97M-V/def2-TZVPD" largest_force_ev_per_a=10.441 total_energy_ev=-245706.922 multiplicity=10 homo_ev="-9.8 / -9.8" mol_weight_g_mol=1038.0 homo_lumo_gap_ev="6.1 / 6.6"
V -2.198 2.625 -0.237 1.320 0.046 -0.799 1.48
V 0.144 -0.172 0.058 -0.446 0.504 -3.434 1.77
V -1.317 0.492 -3.197 1.898 -0.068 1.751 1.51
P -2.322 0.182 -0.879 0.148 -0.647 0.176 2.02
O -2.789 1.289 -1.897 -5.580 0.781 -1.741 -1.15
O -0.962 1.020 -1.235 7.815 6.923 -0.087 -1.05
O -1.248 -0.814 -1.491 -1.177 -6.545 -0.286 -1.01
O -1.961 0.739 0.555 -1.950 -1.330 3.347 -1.15
P 2.409 -0.115 -2.804 2.549 -1.991 -1.331 2.62
F 2.096 -1.680 -2.532 -0.637 1.040 -0.032 -0.56
F 0.886 0.146 -3.374 -2.269 -0.106 -0.763 -0.63
F 1.754 0.223 -1.323 -0.830 0.433 1.763 -0.60
F 2.677 1.432 -3.100 -0.192 -0.130 0.567 -0.56
F 3.819 -0.280 -2.099 -0.102 0.283 -0.375 -0.55
F 2.861 -0.516 -4.287 0.131 0.465 0.450 -0.56
C -0.833 -4.452 -1.041 1.488 1.041 -0.370 0.78
F -1.770 -4.711 -0.162 -0.448 -0.006 0.119 -0.29
F -0.544 -5.500 -1.766 -0.109 -0.488 0.178 -0.28
F -1.203 -3.479 -1.884 -0.449 -0.063 0.251 -0.32
S 0.744 -3.822 -0.129 1.989 -1.014 -0.754 2.13
O 0.679 -2.336 -0.155 -0.540 1.142 0.161 -1.03
O 0.701 -4.375 1.206 -0.200 0.442 -1.005 -0.88
N 2.002 -4.292 -1.174 -2.784 1.014 2.749 -1.07
S 2.554 -5.738 -0.712 1.116 -1.547 -1.232 2.15
O 1.580 -6.700 -0.256 0.167 0.761 0.222 -0.93
O 3.420 -6.171 -1.789 -0.265 0.567 1.020 -0.91
C 3.704 -5.390 0.809 -1.069 0.000 -1.081 0.75
F 3.414 -6.231 1.784 0.105 -0.151 0.200 -0.30
F 4.962 -5.535 0.441 0.313 -0.026 0.084 -0.30
F 3.514 -4.143 1.242 0.229 0.140 0.157 -0.32
C 0.772 3.474 3.004 0.484 0.397 -0.365 0.81
F 1.046 2.258 3.446 -0.545 -0.240 0.077 -0.29
F -0.406 3.916 3.379 -0.168 -0.550 0.313 -0.28
F 1.714 4.275 3.437 -0.017 0.145 -0.408 -0.27
S 0.778 3.350 1.080 -1.119 -0.660 -0.740 2.13
O 1.898 4.032 0.549 -0.131 0.162 0.312 -0.81
O 0.704 1.932 0.759 -0.547 -0.808 0.482 -0.99
N -0.807 4.032 0.582 2.870 -1.977 1.331 -1.27
S -0.399 5.572 0.562 -0.413 4.534 -1.720 2.18
O 0.181 6.099 1.769 -0.546 -1.076 0.166 -0.90
O 0.269 5.988 -0.651 -0.942 -0.748 0.471 -0.89
C -2.131 6.374 0.448 1.291 -0.624 0.949 0.75
F -2.695 6.071 -0.725 -0.094 0.254 0.141 -0.32
F -2.920 5.919 1.437 0.003 0.052 -0.393 -0.32
F -1.942 7.673 0.611 -0.415 -0.354 -0.500 -0.28
C -4.452 -0.578 2.339 0.372 0.391 -0.158 -0.39
Cl -5.566 0.047 1.065 0.285 -0.210 0.547 -0.05
Cl -5.166 -0.760 3.953 0.024 -0.048 -0.650 0.00
H -4.016 -1.501 1.972 -0.438 -0.264 0.182 0.22
H -3.636 0.132 2.413 -0.176 0.155 0.059 0.22


[7]
18
Properties=species:S:1:pos:R:3:forces:R:3:nbo_charge:R:1 method="wB97M-V/def2-TZVPD" largest_force_ev_per_a=5.753 total_energy_ev=-9906.516 multiplicity=1 homo_ev=-6.4 mol_weight_g_mol=105.1 homo_lumo_gap_ev=7.2
C 0.764 1.150 1.129 -1.862 -0.779 0.644 0.22
C 0.182 -0.811 -0.379 -2.487 -4.080 -2.341 0.22
C -0.664 -0.369 0.620 2.789 4.292 2.627 -0.41
C -1.588 -1.942 -1.069 2.354 0.193 -0.335 -0.75
N 0.523 2.339 0.389 0.089 0.135 -0.274 -0.88
O 2.090 0.711 0.956 -0.348 -0.368 -0.180 -0.76
O 0.546 -0.068 -1.450 -0.028 0.621 -0.077 -0.71
H 2.667 1.492 0.984 -0.298 -0.099 -0.027 0.48
H 1.501 -0.137 -1.567 -0.140 -0.103 0.011 0.50
H 0.520 1.300 2.186 0.160 0.129 -0.134 0.14
H 0.875 -1.610 -0.129 0.003 0.225 0.091 0.19
H 0.485 2.155 -0.610 -0.055 -0.021 0.161 0.38
H -0.330 2.806 0.669 0.063 -0.047 0.056 0.37
H -0.684 -0.955 1.526 -0.236 -0.292 -0.158 0.23
H -1.521 0.257 0.419 0.034 0.018 -0.124 0.21
H -2.321 -2.310 -0.357 0.233 0.241 0.355 0.19
H -2.007 -1.247 -1.792 0.091 0.030 -0.016 0.19
H -1.038 -2.761 -1.527 -0.360 -0.094 -0.280 0.19


> What is the multiplicity in the seventh record?

1